Computed, not measured: C9H6CoN2O6S5 as an isolated structure in a non-equilibrium geometry, with the ωB97M-V functional and the def2-TZVPD basis.

Values from the calculation:
Largest force on an atom = 2.9 eV Å⁻¹
Orbital gap (spin up / spin down) = 0.24656 / 0.26117 Ha
Relative energy (zero: lowest compared OMol25 entry of this formula, charge and spin) = 1.948 eV
HOMO (spin up / spin down) = -2.016 / -2.419 eV
Total charge = -2
2S+1 = 4
LUMO energy (spin up / spin down) = 4.69 / 4.69 eV

XYZ file:
```
29
Properties=species:S:1:pos:R:3:lowdin_charge:R:1
Co -0.485 1.106 -0.363 0.609
O -3.188 -1.701 -1.521 -0.038
C -2.451 -0.670 -1.440 -0.507
O -1.526 -0.561 -0.555 -0.144
C -2.461 0.533 -2.447 -0.633
O -3.077 0.566 -3.480 0.025
O -1.658 1.448 -2.087 -0.104
O 3.724 5.879 1.293 -0.101
C 2.948 4.976 1.073 -0.977
S 1.119 5.108 1.482 0.862
C 0.574 3.487 0.700 -1.143
C 1.750 2.748 0.097 -0.836
S 2.899 0.392 -0.097 0.626
S 3.407 3.424 0.344 0.942
S -0.853 2.756 1.375 0.528
O 0.787 3.489 -0.755 -0.139
C 1.626 1.313 -0.236 -0.757
S 0.953 -1.197 2.652 0.449
C 0.259 -2.178 1.447 -0.952
N 0.678 -2.172 0.190 -0.017
C -0.046 -3.205 -0.511 -0.158
C -1.241 -3.522 0.378 -0.172
N -0.789 -2.969 1.612 0.011
H 1.480 -1.530 -0.053 0.044
H 0.738 -4.061 -0.605 0.135
H -0.374 -2.737 -1.438 0.111
H -1.401 -4.639 0.355 0.120
H -2.143 -3.049 0.067 0.076
H -1.249 -3.035 2.523 0.138
```

=====

Computed, not measured: a 3-piece molecular cluster, C40H44ClN4O11PS2 overall in a non-equilibrium geometry, with the ωB97M-V functional and the def2-TZVPD basis.

Values from the calculation:
Largest force on an atom = 2.3 eV Å⁻¹
Orbital gap = 0.22641 Ha
HOMO = -8.012 eV
LUMO energy = -1.85 eV

XYZ file:
```
103
Properties=species:S:1:pos:R:3:lowdin_charge:R:1
C -4.992 -2.227 -0.471 -0.046
C -3.560 -2.037 -0.979 -0.217
C -3.382 -2.175 -2.334 -0.001
C -2.120 -2.065 -2.889 -0.325
N -1.829 -2.238 -4.287 0.050
C -1.073 -1.809 -2.031 -0.368
C -1.222 -1.653 -0.644 -0.159
C -2.504 -1.774 -0.084 -0.078
C -2.918 -1.709 1.388 -0.126
C -2.001 -0.983 2.381 -0.177
C -1.148 -2.034 3.153 -0.280
C -1.184 -1.824 4.699 -0.223
S 0.404 -2.392 5.376 0.343
O 0.276 -2.785 6.738 -0.340
O 1.344 -1.348 5.115 -0.352
Cl 0.995 -4.073 4.333 0.406
N -0.041 -1.418 0.177 -0.037
C 0.682 -2.717 0.323 -0.175
C 2.197 -2.596 0.577 -0.239
N 2.731 -3.952 0.877 -0.005
C 0.810 -0.380 -0.369 -0.249
C 1.212 -0.370 -1.698 -0.428
C 2.027 0.586 -2.241 -0.048
C 2.510 1.635 -1.485 -0.164
C 3.393 2.675 -2.164 -0.119
C 4.864 2.702 -1.689 -0.157
C 5.707 1.518 -2.172 -0.250
O 5.120 0.241 -1.942 -0.066
C 2.132 1.666 -0.143 -0.135
C 2.645 2.830 0.677 -0.243
C 3.644 2.732 1.631 -0.088
C 3.998 3.880 2.315 -0.082
C 3.419 5.095 2.052 -0.086
C 2.427 5.207 1.085 -0.062
C 2.068 4.059 0.411 -0.051
C 1.314 0.669 0.408 -0.187
P 0.956 0.843 2.193 0.850
N -0.270 1.823 2.412 -0.264
S 0.572 -1.685 -2.719 1.062
H -5.259 -1.317 0.085 0.078
H -5.682 -2.266 -1.320 0.075
H -5.091 -3.092 0.192 0.087
H -4.240 -2.390 -2.969 0.121
H -2.401 -1.641 -4.888 0.049
H -2.027 -3.214 -4.493 0.085
H -3.164 -2.737 1.696 0.123
H -3.881 -1.182 1.408 0.098
H -2.589 -0.429 3.127 0.113
H -1.384 -0.249 1.871 0.049
H -0.111 -2.054 2.801 0.024
H -1.514 -3.054 2.978 0.097
H -1.390 -0.795 5.000 0.114
H -1.913 -2.542 5.092 0.106
H 0.266 -3.315 1.149 0.100
H 0.555 -3.334 -0.579 0.102
H 2.457 -1.965 1.436 0.107
H 2.715 -2.284 -0.336 0.113
H 2.028 -4.515 1.350 0.037
H 2.875 -4.417 -0.016 0.064
H 2.262 0.503 -3.302 0.123
H 2.917 3.659 -2.068 0.110
H 3.388 2.440 -3.240 0.118
H 4.863 2.823 -0.601 0.095
H 5.335 3.608 -2.105 0.119
H 6.656 1.546 -1.608 0.117
H 5.970 1.593 -3.233 0.119
H 5.253 -0.014 -1.023 0.090
H 4.119 1.776 1.836 0.122
H 4.756 3.868 3.098 0.112
H 3.691 6.001 2.590 0.107
H 1.931 6.149 0.867 0.108
H 1.288 4.147 -0.346 0.129
H 2.128 1.314 2.826 0.018
H 0.694 -0.397 2.793 -0.015
H -0.647 2.152 1.529 -0.007
C -3.553 -2.574 -10.035 0.078
C -3.701 -1.936 -8.868 -0.231
C -2.770 -2.177 -7.717 -0.291
O -2.943 -1.552 -6.684 0.078
C -1.704 -3.150 -7.883 0.080
C -1.557 -3.792 -9.050 -0.232
C -2.471 -3.533 -10.212 -0.313
O -2.276 -4.134 -11.251 0.116
O -0.598 -4.692 -9.249 0.121
O -4.677 -1.051 -8.660 0.116
H -4.215 -2.407 -10.873 0.138
H -1.051 -3.325 -7.039 0.134
H -0.710 -5.003 -10.168 0.123
H -4.560 -0.735 -7.744 0.120
C 0.111 3.583 7.325 0.074
C -0.854 3.835 8.217 -0.240
C -2.270 4.102 7.794 -0.325
O -3.105 4.307 8.658 0.095
C -2.575 4.105 6.373 0.066
C -1.609 3.853 5.475 -0.240
C -0.199 3.566 5.900 -0.319
O 0.619 3.339 5.035 0.100
O -1.841 3.838 4.168 0.096
O -0.622 3.866 9.531 0.105
H 1.133 3.390 7.618 0.134
H -3.595 4.311 6.082 0.132
H -0.986 3.608 3.733 0.079
H -1.482 4.067 9.946 0.117
```

=====

Computed, not measured: a 9-piece molecular cluster, C23H41N3O24 overall in a non-equilibrium geometry, with the ωB97M-V functional and the def2-TZVPD basis.

Values from the calculation:
Largest force on an atom = 7.1 eV Å⁻¹
Orbital gap = 0.32061 Ha
HOMO = -10.047 eV
LUMO energy = -1.32 eV

XYZ file:
```
91
Properties=species:S:1:pos:R:3:lowdin_charge:R:1
C -3.597 -2.998 0.033 -0.054
C -3.290 -2.358 -1.301 -0.213
O -3.723 -3.159 -2.397 0.049
C -3.810 -2.687 -3.638 -0.622
O -3.199 -1.730 -4.102 0.100
O -4.572 -3.473 -4.312 0.030
C -4.999 -3.261 -5.694 -0.003
H -4.653 -3.218 0.193 0.085
H -3.204 -2.417 0.868 0.053
H -2.997 -3.907 0.053 0.081
H -2.223 -2.137 -1.310 0.106
H -3.845 -1.421 -1.354 0.129
H -4.225 -3.152 -6.453 0.094
H -5.629 -2.375 -5.767 0.092
H -5.639 -4.055 -6.080 0.090
C 0.712 4.349 5.987 -0.083
C -0.108 5.025 5.002 -0.264
O -0.368 4.053 3.990 0.007
C -1.405 4.307 3.097 -0.519
O -2.147 5.302 3.095 0.093
O -1.509 3.249 2.306 -0.016
C -2.638 3.168 1.405 -0.007
H 0.733 4.817 6.971 0.087
H 1.749 4.321 5.652 0.088
H 0.348 3.343 6.193 0.085
H 0.408 5.883 4.571 0.131
H -1.016 5.476 5.403 0.127
H -3.210 4.091 1.498 0.096
H -3.265 2.321 1.685 0.072
H -2.307 2.973 0.385 0.091
C 4.277 -0.230 1.164 -0.099
C 4.157 -1.191 0.038 -0.163
O 5.470 -1.309 -0.501 0.060
C 6.232 -0.265 0.012 -0.503
O 7.401 -0.057 -0.318 0.112
O 5.531 0.483 0.880 0.066
H 4.407 -0.820 2.071 0.128
H 3.441 0.464 1.258 0.113
H 3.458 -0.930 -0.757 0.110
H 3.793 -2.174 0.336 0.124
C 2.701 -3.370 -2.578 -0.108
C 3.092 -4.827 -2.698 -0.121
O 4.375 -4.803 -3.298 0.072
C 4.906 -3.581 -3.244 -0.606
O 6.037 -3.268 -3.444 0.167
O 3.956 -2.753 -2.866 0.068
H 2.221 -3.201 -1.614 0.092
H 1.935 -3.122 -3.313 0.130
H 2.384 -5.287 -3.387 0.131
H 3.147 -5.339 -1.737 0.111
C 1.799 4.883 -1.641 -0.080
C 3.012 5.050 -0.761 -0.105
O 3.204 3.740 -0.221 0.080
C 2.498 2.829 -0.883 -0.550
O 2.645 1.605 -0.806 0.114
O 1.711 3.438 -1.760 0.070
H 1.858 5.275 -2.656 0.135
H 0.914 5.357 -1.217 0.129
H 2.834 5.797 0.012 0.129
H 3.971 5.363 -1.174 0.136
C 0.999 -3.254 3.075 -0.067
C -0.376 -3.387 2.324 -0.156
O -0.093 -4.395 1.381 0.048
C 1.261 -4.442 1.137 -0.437
O 1.838 -5.082 0.159 0.048
O 1.924 -3.763 2.077 0.064
H 0.796 -3.946 3.892 0.123
H 1.134 -2.281 3.546 0.129
H -0.741 -2.444 1.917 0.084
H -1.099 -3.778 3.040 0.128
C -3.151 0.634 4.402 0.047
N -2.603 -0.197 3.329 -0.387
O -3.232 -0.163 2.283 0.045
O -1.589 -0.914 3.446 0.044
H -3.799 1.439 4.057 0.102
H -2.399 1.178 4.974 0.105
H -3.699 -0.074 5.025 0.113
C -2.379 1.736 -4.240 0.058
N -2.493 3.256 -4.266 -0.443
O -3.035 3.659 -3.246 0.022
O -2.133 3.947 -5.192 0.070
H -1.955 1.599 -3.245 0.080
H -1.604 1.538 -4.981 0.093
H -3.268 1.212 -4.591 0.099
C -0.464 0.366 0.339 0.049
N -0.065 -0.509 -0.802 -0.412
O 0.563 -1.539 -0.511 0.043
O -0.528 -0.277 -1.885 0.086
H -1.531 0.246 0.529 0.084
H -0.217 1.360 -0.032 0.088
H 0.199 0.187 1.186 0.100
```

=====

Computed, not measured: an isolated ion of composition C5H8N and charge +1 in a non-equilibrium geometry, with the ωB97M-V functional and the def2-TZVPD basis.

Values from the calculation:
Largest force on an atom = 5.2 eV Å⁻¹
Orbital gap = 0.39546 Ha
Relative energy (zero: lowest compared OMol25 entry of this formula, charge and spin) = 4.055 eV
HOMO = -15.046 eV
Total charge = +1
LUMO energy = -4.28 eV

XYZ file:
```
14
Properties=species:S:1:pos:R:3:lowdin_charge:R:1
C 2.632 0.110 0.098 0.297
C -0.936 1.032 0.714 -0.058
C -0.959 0.977 -0.713 -0.104
C -0.144 -0.028 -0.033 -0.390
C -0.231 -1.479 0.019 -0.012
N 1.476 0.205 0.066 0.234
H 3.659 -0.100 0.118 0.117
H -0.296 1.636 1.370 0.134
H -1.925 0.697 1.043 0.138
H -1.929 0.633 -1.260 0.180
H -0.352 1.629 -1.390 0.141
H -0.379 -1.858 -1.113 0.163
H -1.145 -1.473 0.515 0.075
H 0.529 -1.983 0.566 0.086
```

=====

Which of these has the highest largest force on an atom?
C23H41N3O24